The following is a quantum chemistry calculation of a cluster of 3 separate species, CH3F2N2P in total, from the OMol25 dataset.

The calculation puts the HOMO energy at -9.8201 eV. The molar mass is 112.019 Da. The net charge is 0. As for the HOMO-LUMO gap: 10.5 eV.

The geometry in XYZ format:
```
9
Properties=species:S:1:pos:R:3:mulliken_charge:R:1
C -0.396 0.414 2.463 0.001
N -0.696 0.608 1.384 -0.340
N 1.128 -0.700 -2.200 -0.423
F -1.442 -0.247 -0.879 -0.460
F 0.679 -2.239 -0.387 -0.277
P 0.257 -1.940 -1.954 0.434
H -0.110 0.139 3.443 0.297
H -1.132 0.166 -0.063 0.526
H 1.095 -0.229 -3.088 0.241
```